# 1
Formula: C50H27AsBrI4N5O2PbS4
Source: the OMol25 dataset
Level of theory: ωB97M-V/def2-TZVPD

The geometry in XYZ format:
```
95
Properties=species:S:1:pos:R:3:forces:R:3:lowdin_charge:R:1
Pb -0.234 0.168 -0.193 -0.96 0.13 -0.69 1.36
I -4.790 -8.030 -2.634 -0.47 -0.22 -0.09 0.81
C -3.611 -6.515 -1.850 0.65 -0.69 1.09 -0.77
C -3.919 -5.186 -2.025 0.93 0.69 -0.36 -0.13
C -2.959 -4.199 -1.729 -0.66 -2.02 0.91 0.03
C -1.776 -4.611 -1.066 -0.23 2.26 0.47 -0.19
C -1.595 -5.932 -0.688 0.87 -1.12 0.84 -0.06
C -2.511 -6.913 -1.081 0.07 1.00 -0.49 -0.18
C -0.905 -3.439 -0.589 -1.44 -0.30 1.37 -0.06
C -0.156 -2.761 -1.503 0.21 -1.50 -0.79 -0.31
C -0.012 -3.233 -2.853 0.14 -0.83 -2.22 0.01
C 0.952 -2.518 -3.473 -0.19 -0.42 0.56 0.02
C 1.402 -1.581 -2.459 0.27 0.64 -0.62 -0.26
C 2.336 -0.599 -2.751 1.07 0.09 1.51 -0.06
C 3.220 -0.794 -3.966 -1.44 -0.81 1.89 -0.21
C 4.078 -1.901 -4.020 -1.02 1.12 0.47 -0.03
C 4.935 -1.987 -5.079 0.71 -1.50 -0.24 -0.18
C 4.883 -1.031 -6.067 0.28 1.03 -0.78 -0.70
I 6.426 -0.985 -7.529 -0.37 -0.13 0.16 0.75
C 3.959 0.022 -6.046 0.85 -1.03 -0.37 -0.13
C 3.084 0.087 -4.996 0.88 0.56 0.03 -0.05
C 2.690 0.458 -1.803 1.07 -0.61 -3.12 -0.23
N 2.048 0.698 -0.700 -0.08 1.43 0.93 0.00
C 2.452 1.958 -0.276 1.79 0.40 0.09 -0.24
C 2.022 2.618 0.846 -0.13 -0.80 0.21 -0.09
C 2.400 4.013 1.132 -0.74 -0.07 0.11 -0.22
C 3.685 4.408 1.409 2.13 1.34 0.33 -0.03
C 4.041 5.756 1.673 -1.61 -0.52 -0.23 -0.12
C 2.967 6.676 1.811 2.19 -1.33 0.23 -0.82
I 3.392 8.610 2.260 0.24 1.21 0.25 0.87
C 1.693 6.236 1.801 -2.52 -0.99 -1.23 -0.16
C 1.385 4.924 1.347 -0.44 1.52 1.06 -0.03
C 1.269 2.013 1.905 -0.22 0.32 1.15 -0.31
C 1.142 2.550 3.220 -0.72 -1.55 0.65 -0.03
C 0.517 1.577 4.030 0.58 1.03 -0.70 -0.04
C 0.275 0.482 3.165 -0.37 -0.88 -0.47 -0.27
N 0.722 0.798 1.902 -0.32 -1.52 0.26 -0.04
C -0.398 -0.789 3.473 0.41 3.30 0.44 -0.05
C -0.850 -1.649 2.516 -0.54 -2.43 0.51 -0.25
C -1.606 -2.844 2.944 0.14 -1.32 -2.76 0.02
C -1.741 -3.679 1.815 -0.68 0.82 1.38 0.02
C -1.097 -2.937 0.757 0.85 -0.20 -1.26 -0.23
N -0.578 -1.742 1.160 -0.70 -1.12 1.11 -0.01
C -0.800 -0.973 4.928 -1.49 -0.27 -0.12 -0.17
C -0.408 -2.093 5.631 0.31 0.06 1.74 -0.03
C -0.909 -2.382 6.959 2.51 -0.63 -2.81 -0.16
C -1.769 -1.554 7.542 -1.74 0.42 1.13 -0.74
I -2.592 -2.072 9.430 0.19 0.18 -0.25 0.78
C -2.284 -0.476 6.848 -0.05 0.92 -1.11 -0.15
C -1.823 -0.190 5.565 0.59 0.11 -0.67 0.00
C 3.576 2.441 -1.141 -1.35 -0.77 0.08 -0.01
C 3.723 1.509 -2.106 -0.89 -0.33 0.35 0.01
N 0.713 -1.781 -1.304 0.82 1.98 0.56 0.01
H -4.885 -4.906 -2.380 -0.37 0.22 -0.50 0.09
H -3.270 -3.173 -1.837 0.53 0.51 -0.15 0.10
H -0.735 -6.287 -0.021 -1.17 0.93 -1.11 0.14
H -2.364 -7.932 -0.775 0.01 -0.28 -0.16 0.07
H -0.564 -4.031 -3.341 -0.06 0.14 0.36 0.12
H 1.366 -2.578 -4.478 -0.37 -0.11 0.29 0.12
H 4.023 -2.615 -3.206 0.27 -0.04 -0.13 0.13
H 5.596 -2.865 -5.124 -0.07 0.67 -0.21 0.10
H 3.928 0.778 -6.795 0.17 0.29 -0.57 0.09
H 2.451 0.934 -4.872 -0.65 0.34 -0.08 0.03
H 4.477 3.664 1.496 -0.16 0.07 -0.41 0.12
H 5.068 6.096 1.793 -0.24 -0.30 0.00 0.08
H 0.833 6.897 1.994 0.63 -0.22 -0.03 0.10
H 0.319 4.653 1.352 0.65 -0.12 -0.38 0.11
H 1.533 3.470 3.530 0.30 1.12 0.48 0.08
H 0.210 1.695 5.071 0.33 -0.18 -0.38 0.10
H -1.960 -3.043 3.926 -0.21 -0.05 0.41 0.08
H -2.321 -4.656 1.655 1.13 1.75 0.50 0.13
H 0.403 -2.710 5.254 -0.33 -0.13 -0.13 0.12
H -0.485 -3.245 7.420 -0.01 -0.45 0.49 0.08
H -3.080 0.139 7.242 0.02 0.00 0.20 0.09
H -2.253 0.651 4.995 0.21 -0.48 0.41 0.11
H 4.110 3.367 -1.030 -0.13 0.11 -0.04 0.09
H 4.342 1.599 -2.999 -0.11 -0.32 0.41 0.11
S 0.472 2.454 -4.152 0.08 0.50 -0.12 -0.09
As 0.396 4.824 -3.459 0.66 -0.39 -0.39 0.11
S -0.373 3.755 -1.564 -0.38 -0.40 0.26 -0.13
S -1.172 2.318 -2.903 0.00 0.37 0.30 -0.15
S 2.396 5.355 -3.058 -0.44 0.04 -0.02 -0.30
Br -2.410 2.654 2.173 -0.22 -0.08 -0.15 0.75
C -3.548 2.407 0.639 0.97 -1.50 -0.11 -0.72
C -4.393 3.392 0.255 -0.44 1.72 1.55 -0.15
C -5.071 3.254 -0.930 -0.45 -0.16 -0.68 -0.07
C -4.896 2.104 -1.667 0.66 0.31 1.47 -0.01
C -4.061 1.111 -1.132 -0.25 -0.67 -1.61 -0.21
N -3.376 1.263 -0.022 0.35 0.81 1.02 0.08
C -3.918 -0.222 -1.923 -0.12 -1.28 0.01 -0.65
O -4.948 -0.586 -2.549 0.62 0.68 0.39 -0.06
O -2.834 -0.860 -1.815 -0.43 0.72 0.19 -0.11
H -4.553 4.247 0.936 0.21 -0.40 -0.67 0.10
H -5.742 4.042 -1.251 0.03 -0.01 -0.10 0.10
H -5.371 1.959 -2.587 -0.60 -0.40 -1.13 0.10
```
Positions in Å, forces in eV/Å.

Properties
- Energy above the lowest of the compared OMol25 structures with the same formula, charge and spin: 0.00 kJ/mol
- Multiplicity: 1
- HOMO-LUMO gap: 5.179 eV
- Total energy: -275709.482 eV
- Net charge: -2

---

# 2
Formula: C50H35AlN5O2
Source: the OMol25 dataset
Level of theory: ωB97M-V/def2-TZVPD

The geometry in XYZ format:
```
93
Properties=species:S:1:pos:R:3:forces:R:3:lowdin_charge:R:1
Al -0.326 -0.640 -0.440 -0.33 0.46 1.09 0.12
C 0.335 4.378 -6.139 0.23 0.66 -1.56 -0.07
C 1.033 3.173 -6.355 -0.13 1.45 -0.65 -0.05
C 0.867 2.145 -5.466 1.10 -0.65 -0.04 -0.05
C 0.107 2.305 -4.323 -0.78 0.80 -0.06 -0.18
C -0.599 3.517 -4.174 -0.22 -0.41 1.49 -0.03
C -0.503 4.570 -5.066 0.10 -0.23 0.67 -0.07
C -0.045 1.302 -3.262 -0.65 -0.54 0.44 0.02
C 1.121 0.676 -2.626 1.13 1.72 -1.78 -0.19
C 2.467 0.938 -3.091 -1.31 0.03 -0.19 0.00
C 3.310 0.236 -2.306 0.14 -0.18 0.55 0.01
C 2.522 -0.401 -1.278 0.08 0.98 -0.40 -0.11
N 1.167 -0.072 -1.546 1.00 -1.77 1.64 0.12
C 3.052 -0.969 -0.071 -2.83 0.75 -2.37 -0.01
C 2.245 -1.161 1.049 1.10 -0.93 0.80 -0.24
C 2.786 -1.472 2.309 -2.21 0.26 1.44 0.06
C 1.710 -1.376 3.209 0.57 0.06 -1.11 0.04
C 0.560 -1.080 2.450 1.47 -0.58 -0.45 -0.19
C -0.725 -0.867 3.034 -2.08 0.16 1.06 -0.02
C -0.975 -0.830 4.528 1.71 -0.06 -0.31 -0.18
C -1.416 0.389 5.003 -0.72 1.08 1.16 -0.03
C -1.576 0.622 6.412 1.94 -4.13 -2.66 -0.04
C -1.164 -0.367 7.283 -0.37 -0.65 0.36 -0.06
C -0.679 -1.606 6.779 0.54 0.09 1.29 -0.06
C -0.581 -1.854 5.436 -0.97 2.47 -0.17 -0.03
C -1.887 -0.643 2.345 0.69 -0.71 -0.23 -0.20
N -1.838 -0.760 0.947 0.07 0.65 0.11 0.14
C -3.039 -1.049 0.549 -0.62 0.29 -0.11 -0.15
C -3.208 -1.375 -0.910 0.42 -0.81 -0.79 -0.24
C -4.632 -1.866 -1.147 -0.15 1.28 -0.04 -0.16
C -5.642 -0.878 -1.117 0.18 -0.07 -0.58 -0.06
C -6.997 -1.202 -1.203 2.09 -0.54 0.43 -0.05
C -7.293 -2.561 -1.301 -2.30 0.91 -0.12 -0.09
C -6.323 -3.512 -1.351 0.41 -1.68 -0.01 -0.07
C -4.970 -3.190 -1.276 -0.16 0.32 -0.01 0.00
C -2.770 -0.290 -1.893 0.63 -0.06 2.20 -0.11
C -3.429 0.280 -2.978 -0.54 0.26 -1.22 0.02
C -2.526 1.074 -3.628 -1.42 -0.21 -0.15 0.05
C -1.336 0.982 -2.877 2.34 0.83 -0.43 -0.23
N -1.540 0.212 -1.775 -0.89 -1.76 1.03 0.14
C -4.012 -1.085 1.635 2.66 0.84 1.48 0.07
C -3.260 -0.790 2.810 -2.05 -0.72 -2.34 0.07
N 0.921 -1.012 1.139 -2.74 1.04 -1.23 0.14
C 4.395 -1.441 -0.094 1.49 0.29 1.09 -0.20
C 5.502 -0.588 -0.192 -1.40 1.07 0.07 -0.02
C 6.731 -1.162 -0.079 1.48 0.96 -0.30 -0.09
C 6.931 -2.522 0.006 1.05 -0.90 0.65 -0.06
C 5.833 -3.351 0.175 0.41 -1.38 -0.26 -0.06
C 4.593 -2.787 0.204 -1.01 0.37 -0.80 -0.04
H 0.400 5.196 -6.882 0.28 -0.59 0.49 0.12
H 1.737 3.136 -7.210 -0.69 -0.30 0.62 0.13
H 1.421 1.229 -5.613 -0.08 -0.16 -0.08 0.12
H -1.161 3.643 -3.236 0.15 0.00 -0.56 0.12
H -0.994 5.524 -4.822 0.21 -0.56 -0.46 0.12
H 2.749 1.592 -3.894 -0.03 0.02 -0.06 0.11
H 4.375 0.353 -2.445 0.02 -0.62 0.41 0.12
H 3.775 -1.752 2.492 1.27 -0.07 0.41 0.11
H 1.606 -1.437 4.261 0.67 -0.24 0.77 0.10
H -1.665 1.224 4.303 0.26 -0.90 0.61 0.13
H -1.931 1.499 6.716 -1.41 3.49 1.36 0.06
H -1.288 -0.239 8.377 0.28 -0.03 -0.84 0.12
H -0.246 -2.357 7.479 -0.71 0.62 -0.49 0.12
H -0.186 -2.748 5.093 0.62 -1.58 -0.68 0.10
H -5.329 0.168 -1.168 -0.20 -0.17 0.49 0.12
H -7.687 -0.399 -1.091 -0.78 0.15 -0.26 0.10
H -8.365 -2.838 -1.377 0.86 -0.02 0.14 0.12
H -6.629 -4.568 -1.413 0.27 0.59 -0.09 0.12
H -4.174 -3.901 -1.341 0.09 -0.55 0.09 0.12
H -4.440 0.100 -3.272 -0.22 -0.19 -0.17 0.12
H -2.752 1.548 -4.563 0.41 0.34 -0.14 0.13
H -5.052 -1.268 1.496 -0.42 -0.15 0.21 0.10
H -3.723 -0.775 3.816 0.89 0.04 -0.76 0.13
H 5.374 0.539 -0.243 0.16 -1.66 -0.03 0.13
H 7.571 -0.474 -0.078 0.17 -0.31 -0.07 0.11
H 7.968 -2.919 0.063 -0.92 0.28 -0.19 0.13
H 5.848 -4.463 0.224 0.55 1.03 0.16 0.13
H 3.709 -3.392 0.310 -0.11 -0.28 0.13 0.13
N -0.123 1.600 0.254 -0.60 0.69 1.25 0.12
C 1.105 2.057 0.877 0.13 -1.27 1.76 -0.25
C 2.154 2.379 0.054 -0.50 1.02 -1.82 -0.05
C 3.427 2.570 0.554 -0.74 -0.13 1.29 -0.09
C 3.682 2.470 1.910 -0.01 -0.46 -0.03 -0.07
C 2.641 2.102 2.768 0.15 0.33 -0.64 -0.07
C 1.366 1.886 2.276 -0.24 0.15 -1.25 -0.01
H -0.961 1.820 0.821 0.68 -0.32 0.03 0.13
H -0.262 2.193 -0.543 -0.06 0.08 -0.85 0.09
H 1.932 2.585 -1.039 0.48 -0.52 1.36 0.14
H 4.233 2.760 -0.073 1.18 0.54 -1.28 0.09
H 4.707 2.596 2.263 -0.40 0.01 0.07 0.11
H 2.861 1.966 3.805 -0.10 -0.08 0.53 0.11
H 0.601 1.526 2.953 -0.13 0.18 -0.11 0.10
O -0.892 -2.253 -1.016 0.16 -0.08 -0.04 -0.11
O -2.285 -2.519 -1.183 -0.74 0.57 0.08 -0.07
```
Positions in Å, forces in eV/Å.

Properties
- Energy above the lowest of the compared OMol25 structures with the same formula, charge and spin: 0.00 kJ/mol
- Multiplicity: 1
- HOMO-LUMO gap: 5.256 eV
- Total energy: -70555.691 eV
- Net charge: +1